Run a
{"formula": "H2P2S4", "method": "ωB97M-V/def2-TZVPD", "elements": ["P", "P", "S", "S", "S", "S", "H", "H"], "coordinates": [[-0.7046, -0.9776, -0.9405], [1.2869, 0.5352, 0.2849], [3.1548, 0.8826, 0.6843], [0.7016, -1.5128, 0.5268], [0.5143, 0.6224, -1.7590], [-2.1081, -0.0505, 0.4189], [0.1632, 1.1804, 1.0081], [-3.0082, -0.6797, -0.2235]], "nbo_charge": [0.46, 0.70, -0.42, -0.29, -0.29, -0.29, 0.01, 0.13], "multiplicity": 1, "lumo_ev": -0.67}

Run b
{"formula": "H2P2S4", "method": "ωB97M-V/def2-TZVPD", "elements": ["P", "P", "S", "S", "S", "S", "H", "H"], "coordinates": [[-0.9279, 1.8958, -0.5335], [-2.7195, -0.2659, 0.1518], [-4.4556, -1.1329, 0.2361], [-2.2904, 1.6650, 1.0986], [-2.1446, 0.4574, -1.6801], [0.8039, 0.9194, 0.2331], [-0.7255, -1.1076, 0.5379], [1.8049, 1.1546, -0.5434]], "nbo_charge": [0.49, 0.64, -0.39, -0.29, -0.31, -0.28, -0.01, 0.15], "multiplicity": 1, "lumo_ev": [-1.48, -1.47]}

run a ends up most stable, edging out the next structure by 0.0862 hartree.

Run a
{"formula": "C7H14O2", "method": "ωB97M-V/def2-TZVPD", "elements": ["C", "C", "C", "C", "C", "C", "C", "O", "O", "H", "H", "H", "H", "H", "H", "H", "H", "H", "H", "H", "H", "H", "H"], "coordinates": [[-0.5018, -0.6037, 1.3189], [-0.9008, 0.0567, -0.0228], [-0.1210, 1.3514, -0.3297], [0.9401, -1.1001, 1.4046], [-0.8482, -0.9286, -1.1867], [1.1728, 1.1544, -1.0533], [1.4142, 1.6214, -2.2643], [-1.3120, -1.7314, 1.5624], [-0.7539, 0.3675, 2.3121], [-0.5134, -0.0037, 3.1692], [-2.2381, -1.4661, 1.5095], [-1.9468, 0.3546, 0.1301], [-0.7604, 1.9922, -0.9402], [0.0618, 1.8637, 0.6177], [1.9437, 0.6084, -0.5289], [1.1848, -1.7040, 0.5383], [1.6185, -0.2564, 1.4806], [1.0385, -1.7204, 2.2936], [-1.3414, -0.4974, -2.0544], [0.1787, -1.1533, -1.4610], [-1.3492, -1.8570, -0.9222], [0.6724, 2.1743, -2.8177], [2.3618, 1.4774, -2.7557]], "nbo_charge": [0.51, -0.24, -0.45, -0.65, -0.62, -0.17, -0.40, -0.73, -0.73, 0.47, 0.47, 0.21, 0.21, 0.24, 0.19, 0.22, 0.22, 0.22, 0.21, 0.21, 0.22, 0.19, 0.20], "multiplicity": 1, "lumo_ev": 0.84}

Run b
{"formula": "C7H14O2", "method": "ωB97M-V/def2-TZVPD", "elements": ["C", "C", "C", "C", "C", "C", "C", "O", "O", "H", "H", "H", "H", "H", "H", "H", "H", "H", "H", "H", "H", "H", "H"], "coordinates": [[-2.5903, -0.4731, 0.3722], [1.7687, 0.1279, 0.0785], [-0.9102, 1.9604, 0.3738], [2.5600, -0.9456, 0.7813], [2.0592, 0.2638, -1.3947], [-0.7566, 0.5078, 0.3279], [-0.1219, -0.5575, 0.2506], [-3.2818, 0.1262, -0.6837], [-2.5367, -1.8640, 0.3109], [-3.4325, -2.2321, 0.2424], [-3.2788, -0.4365, -1.4686], [-3.0500, -0.1282, 1.3092], [1.8351, 1.0800, 0.6037], [-0.1075, -1.6269, 0.2340], [-0.9483, 2.3203, 1.4030], [-1.8501, 2.2284, -0.1122], [-0.0993, 2.4516, -0.1627], [2.3825, -1.9250, 0.3275], [2.2974, -1.0061, 1.8385], [3.6402, -0.7562, 0.7240], [1.4572, 1.0505, -1.8528], [3.1141, 0.5061, -1.5836], [1.8496, -0.6720, -1.9193]], "nbo_charge": [0.36, -0.20, -0.69, -0.63, -0.63, 0.06, -0.20, -0.75, -0.75, 0.48, 0.48, 0.12, 0.18, 0.24, 0.23, 0.25, 0.23, 0.20, 0.21, 0.20, 0.21, 0.20, 0.20], "multiplicity": 1, "lumo_ev": 0.71}

Run c
{"formula": "C7H14O2", "method": "ωB97M-V/def2-TZVPD", "elements": ["C", "C", "C", "C", "O", "C", "C", "O", "C", "H", "H", "H", "H", "H", "H", "H", "H", "H", "H", "H", "H", "H", "H"], "coordinates": [[3.5824, -0.3087, -0.0351], [2.3229, -0.1463, 0.4046], [1.4547, 1.0482, 0.1131], [0.4366, 0.5856, -0.9422], [-0.7443, 1.3487, -1.0195], [-1.5233, 1.4228, 0.1605], [-1.8642, 0.0958, 0.8111], [-2.6419, -0.6973, -0.0595], [-2.1607, -1.9936, -0.3354], [4.3161, 0.4737, 0.1366], [3.8867, -1.2026, -0.5676], [1.8308, -0.9228, 0.9926], [0.9682, 1.3804, 1.0354], [2.0621, 1.8705, -0.2648], [0.2357, -0.4852, -0.8303], [0.9143, 0.6881, -1.9178], [-1.0506, 2.0976, 0.8842], [-2.4582, 1.8946, -0.1442], [-0.9783, -0.4299, 1.1825], [-2.4741, 0.3339, 1.6923], [-2.7182, -2.7555, 0.2187], [-1.0956, -2.1050, -0.1159], [-2.3009, -2.1930, -1.3993]], "nbo_charge": [-0.43, -0.15, -0.49, -0.06, -0.52, -0.09, -0.09, -0.54, -0.24, 0.20, 0.20, 0.19, 0.20, 0.22, 0.16, 0.20, 0.17, 0.20, 0.17, 0.18, 0.17, 0.16, 0.19], "multiplicity": 1, "lumo_ev": 0.93}

Run d
{"formula": "C7H14O2", "method": "ωB97M-V/def2-TZVPD", "elements": ["C", "C", "C", "C", "C", "C", "C", "O", "O", "H", "H", "H", "H", "H", "H", "H", "H", "H", "H", "H", "H", "H", "H"], "coordinates": [[-0.9649, 0.5280, -0.0144], [1.3256, -0.7146, 0.6307], [-0.8203, 1.0863, -1.4366], [-1.6847, -0.8279, -0.0508], [1.7745, -1.0834, -0.7853], [0.4073, 0.4988, 0.6638], [0.8253, 1.5941, 1.2838], [-1.8112, 1.4530, 0.6568], [0.8097, -1.8335, 1.3224], [-1.8967, 1.1772, 1.5762], [0.1686, -2.2810, 0.7598], [2.2178, -0.4426, 1.2078], [-0.2318, 0.4265, -2.0646], [-0.3409, 2.0599, -1.3928], [-1.8104, 1.2077, -1.8684], [-2.6967, -0.6617, -0.4168], [-1.7515, -1.2538, 0.9490], [-1.1978, -1.5296, -0.7225], [2.2072, -0.2157, -1.2754], [0.9422, -1.4484, -1.3833], [2.5261, -1.8684, -0.7309], [0.2191, 2.4839, 1.3205], [1.7836, 1.6452, 1.7712]], "nbo_charge": [0.21, 0.06, -0.61, -0.64, -0.63, -0.02, -0.38, -0.72, -0.71, 0.47, 0.46, 0.18, 0.21, 0.22, 0.22, 0.23, 0.21, 0.20, 0.22, 0.19, 0.22, 0.21, 0.19], "multiplicity": 1, "lumo_ev": 0.83}

run a ends up most stable, edging out the next structure by 0.0129 hartree.

Run a
{"formula": "C7H14O2", "method": "ωB97M-V/def2-TZVPD", "elements": ["C", "C", "C", "C", "C", "C", "C", "O", "O", "H", "H", "H", "H", "H", "H", "H", "H", "H", "H", "H", "H", "H", "H"], "coordinates": [[0.7668, -1.1771, 0.1196], [0.7929, 0.3925, -0.1638], [-1.0686, 0.5303, -0.0390], [1.0924, 0.9757, -1.5319], [-2.0105, -0.6484, -0.1875], [-1.3345, 1.3070, 1.2332], [2.2670, -0.9441, 0.0237], [0.3365, -1.5191, 1.4126], [2.9565, -1.3128, -0.9522], [0.7547, -2.3627, 1.6467], [0.3548, -1.7735, -0.6891], [1.0783, 1.0239, 0.6774], [-1.2066, 1.1811, -0.9032], [2.7265, -0.7745, 1.0168], [2.1663, 1.1559, -1.6355], [0.7971, 0.2840, -2.3250], [0.6141, 1.9482, -1.6829], [-2.0139, -1.2909, 0.6956], [-3.0363, -0.2741, -0.3006], [-1.7925, -1.2419, -1.0776], [-2.4011, 1.5491, 1.3131], [-1.0468, 0.7152, 2.1071], [-0.7932, 2.2561, 1.2426]], "nbo_charge": [0.01, -0.25, -0.12, -0.63, -0.65, -0.64, 0.36, -0.71, -0.58, 0.48, 0.20, 0.24, 0.19, 0.14, 0.23, 0.22, 0.22, 0.22, 0.22, 0.21, 0.21, 0.22, 0.21], "multiplicity": 1, "lumo_ev": 0.65}

Run b
{"formula": "C7H14O2", "method": "ωB97M-V/def2-TZVPD", "elements": ["C", "C", "C", "C", "O", "H", "H", "H", "H", "H", "H", "H", "H", "C", "C", "C", "O", "H", "H", "H", "H", "H", "H"], "coordinates": [[0.1072, -0.6857, -1.3739], [1.2234, 0.1960, -1.9344], [0.5161, -2.1624, -1.4300], [-0.2470, -0.3459, 0.0854], [-1.2079, -1.1017, 0.6025], [-0.8037, -0.5574, -1.9663], [0.6787, -0.3471, 0.6926], [0.7389, -2.4577, -2.4570], [0.9179, 1.2354, -2.0397], [2.1002, 0.1668, -1.2836], [1.5304, -0.1668, -2.9164], [1.4117, -2.3360, -0.8290], [-0.2831, -2.7917, -1.0433], [-0.7532, 1.3677, 0.0811], [-0.3696, 1.0864, 2.6197], [-1.0183, 0.0761, 2.9555], [0.5517, 1.9968, 2.6331], [0.3191, 2.7402, 2.0503], [-1.5019, 1.7666, 0.7677], [0.0992, 2.0271, -0.0682], [-1.3302, 1.3039, -0.8401], [-1.2453, -0.7217, 1.8227], [-1.4343, -0.2891, 3.8713]], "nbo_charge": [-0.25, -0.61, -0.60, 0.20, -0.75, 0.20, 0.13, 0.20, 0.21, 0.20, 0.21, 0.20, 0.23, -0.75, 0.51, -0.56, -0.62, 0.52, 0.21, 0.18, 0.22, 0.43, 0.29], "multiplicity": 1, "lumo_ev": 0.29}

Run c
{"formula": "C7H14O2", "method": "ωB97M-V/def2-TZVPD", "elements": ["C", "C", "C", "C", "C", "C", "C", "O", "O", "H", "H", "H", "H", "H", "H", "H", "H", "H", "H", "H", "H", "H", "H"], "coordinates": [[0.2946, -0.6908, -0.8393], [1.0096, 0.2685, -0.2232], [-2.5441, -0.1473, 0.1404], [-1.3896, 1.3833, 1.4430], [0.2553, -2.1458, -0.4629], [1.7579, 0.0329, 1.0568], [1.2710, 1.5867, -0.9012], [-2.0392, 1.0329, 0.3788], [-0.2570, -0.3811, -2.0720], [-0.8385, -1.0967, -2.3680], [-2.7176, -0.8390, 0.9465], [-3.0096, -0.2686, -0.8191], [-1.4284, 0.7838, 2.3396], [-0.9993, 2.3805, 1.4533], [0.9214, -2.4460, 0.3389], [-0.7387, -2.4491, -0.1393], [0.5019, -2.7770, -1.3174], [1.0975, 0.0154, 1.9239], [2.3050, -0.9071, 1.0620], [2.5078, 0.7909, 1.2686], [0.7847, 2.4039, -0.3653], [2.3393, 1.8065, -0.9218], [0.9160, 1.6633, -1.9222]], "nbo_charge": [0.30, -0.09, -0.15, -0.11, -0.68, -0.63, -0.63, -0.36, -0.70, 0.48, 0.15, 0.17, 0.15, 0.17, 0.23, 0.21, 0.22, 0.21, 0.21, 0.21, 0.21, 0.21, 0.23], "multiplicity": 1, "lumo_ev": [0.78, 0.86]}

run a ends up most stable, edging out the next structure by 0.0569 hartree.

Run a
{"formula": "C32H21Cl6NO6PY", "method": "ωB97M-V/def2-TZVPD", "elements": ["Y", "O", "C", "O", "C", "C", "C", "C", "C", "N", "C", "O", "O", "H", "H", "H", "H", "H", "Cl", "C", "C", "Cl", "C", "Cl", "C", "O", "C", "O", "C", "Cl", "C", "C", "C", "C", "C", "C", "P", "C", "C", "C", "C", "C", "C", "C", "C", "C", "C", "C", "C", "H", "H", "H", "H", "H", "H", "H", "H", "H", "H", "H", "H", "H", "H", "Cl", "C", "Cl", "H", "H"], "coordinates": [[-0.1891, -0.7654, 1.3979], [3.2465, -2.8255, -0.9747], [2.1113, -2.2070, -0.6688], [2.0331, -1.2100, -0.0027], [0.8978, -2.8671, -1.2523], [0.9597, -3.7710, -2.3051], [-0.2298, -4.2248, -2.8460], [-1.4292, -3.7557, -2.3245], [-1.3845, -2.8683, -1.2615], [-0.2431, -2.4469, -0.7226], [-2.6029, -2.2748, -0.5879], [-3.7956, -2.4663, -1.1524], [-2.4992, -1.6477, 0.4335], [3.9613, -2.3591, -0.5079], [1.9186, -4.0915, -2.6823], [-0.2314, -4.9260, -3.6687], [-2.3610, -4.1078, -2.7475], [-3.7201, -2.9372, -1.9904], [5.9382, 0.0436, 4.6259], [4.5389, -0.6863, 3.9189], [4.4370, -2.0615, 3.8219], [5.7111, -3.0825, 4.3933], [3.2900, -2.6338, 3.2588], [3.1261, -4.3552, 3.1156], [2.2446, -1.8470, 2.7892], [1.1379, -2.3459, 2.2723], [2.3776, -0.4310, 2.8459], [1.3839, 0.2930, 2.3487], [3.5022, 0.1225, 3.4338], [3.6026, 1.8498, 3.5307], [-3.0381, 3.1778, -4.6527], [-3.5484, 1.9743, -4.1869], [-2.9380, 1.3301, -3.1218], [-1.8210, 1.8841, -2.5040], [-1.3157, 3.0946, -2.9773], [-1.9207, 3.7360, -4.0478], [-1.1045, 1.0301, -1.0691], [0.6460, 1.5369, -1.1401], [1.4229, 0.9986, -2.1766], [2.7691, 1.2888, -2.2713], [3.3694, 2.1038, -1.3118], [2.6161, 2.6243, -0.2773], [1.2516, 2.3536, -0.1954], [-1.7900, 1.8439, 0.4068], [-2.5125, 3.0318, 0.3036], [-3.0651, 3.5947, 1.4416], [-2.8797, 2.9621, 2.6644], [-2.1530, 1.7814, 2.7384], [-1.5860, 1.1486, 1.6213], [-3.5098, 3.6804, -5.4869], [-4.4205, 1.5370, -4.6550], [-3.3426, 0.3920, -2.7576], [-0.4448, 3.5322, -2.5062], [-1.5212, 4.6755, -4.4070], [0.9588, 0.3511, -2.9142], [3.3564, 0.8815, -3.0836], [4.4277, 2.3221, -1.3707], [3.0835, 3.2315, 0.4851], [0.6740, 2.7505, 0.6291], [-2.6482, 3.5150, -0.6573], [-3.6310, 4.5147, 1.3742], [-3.3047, 3.3951, 3.5620], [-2.0275, 1.3366, 3.7218], [-0.4736, -0.8573, 4.5352], [-1.6282, -2.1837, 4.6020], [-1.8146, -2.9631, 3.0117], [-2.5984, -1.7883, 4.8817], [-1.2700, -2.9324, 5.3001]], "nbo_charge": [1.86, -0.65, 0.80, -0.55, 0.11, -0.18, -0.15, -0.21, 0.09, -0.40, 0.80, -0.63, -0.55, 0.52, 0.25, 0.24, 0.22, 0.49, 0.02, -0.11, -0.11, 0.02, -0.13, 0.00, 0.25, -0.89, 0.32, -0.90, -0.14, 0.01, -0.19, -0.22, -0.23, -0.24, -0.22, -0.21, 0.80, -0.37, -0.15, -0.24, -0.21, -0.18, -0.19, -0.36, -0.22, -0.23, -0.23, -0.16, -0.58, 0.21, 0.21, 0.21, 0.23, 0.22, 0.20, 0.21, 0.22, 0.23, 0.24, 0.21, 0.21, 0.20, 0.19, 0.10, -0.38, 0.05, 0.23, 0.24], "multiplicity": 1, "lumo_ev": -1.42}

Run b
{"formula": "C32H21Cl6NO6PY", "method": "ωB97M-V/def2-TZVPD", "elements": ["Y", "O", "C", "O", "C", "C", "C", "C", "C", "N", "C", "O", "O", "H", "H", "H", "H", "H", "Cl", "C", "C", "Cl", "C", "Cl", "C", "O", "C", "O", "C", "Cl", "C", "C", "C", "C", "C", "C", "P", "C", "C", "C", "C", "C", "C", "C", "C", "C", "C", "C", "C", "H", "H", "H", "H", "H", "H", "H", "H", "H", "H", "H", "H", "H", "H", "Cl", "C", "Cl", "H", "H"], "coordinates": [[-1.1192, -0.5422, -0.9815], [0.5388, -4.0172, 1.4965], [0.4681, -2.9073, 0.7790], [-0.2782, -1.9923, 1.0067], [1.4481, -2.8433, -0.3516], [2.5529, -3.6731, -0.4658], [3.4389, -3.4291, -1.5004], [3.2008, -2.3671, -2.3608], [2.0610, -1.6017, -2.1691], [1.1964, -1.8544, -1.1966], [1.6550, -0.4194, -3.0036], [2.5564, 0.1304, -3.8144], [0.5440, 0.0331, -2.9344], [-0.1576, -3.9841, 2.1734], [2.7025, -4.4765, 0.2404], [4.3120, -4.0526, -1.6357], [3.8909, -2.1779, -3.1731], [3.4301, -0.2619, -3.7007], [-5.8237, -3.6177, 3.1907], [-4.6810, -3.3429, 1.9237], [-4.2780, -4.3871, 1.1068], [-4.9061, -5.9798, 1.3501], [-3.3553, -4.1508, 0.0771], [-2.8317, -5.4310, -0.9651], [-2.8322, -2.8837, -0.1414], [-1.9792, -2.5901, -1.1049], [-3.2145, -1.8198, 0.7311], [-2.6648, -0.6433, 0.5017], [-4.1506, -2.0594, 1.7281], [-4.6157, -0.7374, 2.7382], [4.7187, 4.3942, 0.4835], [4.3916, 3.8256, -0.7394], [3.3126, 2.9588, -0.8331], [2.5387, 2.6616, 0.2877], [2.8717, 3.2422, 1.5091], [3.9581, 4.0998, 1.6067], [1.0965, 1.5636, 0.0692], [0.6634, 1.0309, 1.7649], [1.6150, 0.3134, 2.4972], [1.2785, -0.2785, 3.7008], [-0.0270, -0.1933, 4.1775], [-0.9788, 0.5033, 3.4532], [-0.6343, 1.1252, 2.2573], [-0.2722, 2.6278, -0.4847], [-0.2400, 4.0168, -0.3316], [-1.3042, 4.7771, -0.7842], [-2.3937, 4.1399, -1.3662], [-2.4137, 2.7576, -1.4916], [-1.3526, 1.9386, -1.0752], [5.5634, 5.0666, 0.5605], [4.9770, 4.0577, -1.6201], [3.0533, 2.5234, -1.7927], [2.2758, 3.0230, 2.3867], [4.2057, 4.5452, 2.5618], [2.6298, 0.2280, 2.1190], [2.0294, -0.8157, 4.2683], [-0.2969, -0.6743, 5.1091], [-2.0020, 0.5543, 3.8009], [-1.3917, 1.6559, 1.6939], [0.6121, 4.5031, 0.1306], [-1.2884, 5.8552, -0.6808], [-3.2334, 4.7280, -1.7195], [-3.2950, 2.3027, -1.9337], [-4.0917, -0.4735, -2.3137], [-3.6642, -1.0054, -3.9369], [-1.9304, -1.3906, -4.0734], [-3.8695, -0.2039, -4.6349], [-4.2197, -1.9047, -4.1709]], "nbo_charge": [1.88, -0.65, 0.81, -0.56, 0.11, -0.17, -0.15, -0.20, 0.08, -0.41, 0.80, -0.63, -0.55, 0.52, 0.25, 0.24, 0.22, 0.49, 0.02, -0.10, -0.11, 0.02, -0.13, 0.00, 0.25, -0.90, 0.33, -0.90, -0.15, 0.02, -0.21, -0.22, -0.22, -0.23, -0.24, -0.20, 0.80, -0.36, -0.17, -0.24, -0.22, -0.17, -0.20, -0.37, -0.21, -0.23, -0.23, -0.17, -0.56, 0.21, 0.21, 0.21, 0.23, 0.22, 0.20, 0.21, 0.21, 0.23, 0.25, 0.21, 0.21, 0.20, 0.19, 0.09, -0.38, 0.04, 0.23, 0.24], "multiplicity": 1, "lumo_ev": -1.47}

run b ends up most stable, edging out the next structure by 0.0070 hartree.